Version one
{"formula": "C18H17CoIN2O3S2", "method": "wB97M-V/def2-TZVPD", "elements": ["Co", "C", "C", "N", "N", "C", "S", "S", "C", "C", "C", "C", "C", "C", "C", "C", "C", "C", "C", "C", "C", "O", "H", "H", "H", "H", "H", "H", "H", "H", "H", "H", "H", "H", "H", "H", "O", "C", "O", "H", "I", "C", "H", "H"], "positions_angstrom": [[-0.187, -0.576, 0.369], [-0.712, 3.556, -1.494], [-0.987, 2.225, -0.837], [-0.017, 1.402, -0.566], [1.242, 1.873, -0.840], [2.217, 1.059, -0.645], [2.152, -0.569, -0.132], [3.855, 1.678, -0.918], [3.561, 3.012, -2.153], [3.459, 2.423, -3.530], [4.597, 2.280, -4.319], [4.534, 1.637, -5.545], [3.329, 1.123, -6.001], [2.185, 1.279, -5.232], [2.247, 1.928, -4.009], [-2.361, 1.913, -0.508], [-3.336, 2.924, -0.465], [-4.643, 2.662, -0.133], [-5.028, 1.352, 0.182], [-4.105, 0.339, 0.152], [-2.756, 0.580, -0.204], [-1.936, -0.411, -0.284], [0.262, 3.542, -1.966], [-0.718, 4.360, -0.755], [-1.474, 3.768, -2.242], [4.423, 3.670, -2.056], [2.658, 3.526, -1.836], [5.544, 2.666, -3.958], [5.432, 1.529, -6.141], [3.286, 0.597, -6.946], [1.239, 0.884, -5.581], [1.354, 2.033, -3.407], [-3.047, 3.948, -0.669], [-5.369, 3.465, -0.107], [-6.058, 1.145, 0.449], [-4.364, -0.685, 0.395], [-2.151, -3.382, 0.671], [-0.947, -3.461, 0.486], [-0.061, -2.535, 0.410], [-0.488, -4.474, 0.383], [-1.109, 1.622, 2.936], [0.012, -0.101, 2.330], [-0.345, -0.917, 2.951], [1.047, 0.130, 2.561]], "lowdin_charge": [0.38, -0.02, -0.25, 0.01, -0.09, -1.11, 0.67, 0.87, -0.41, -0.30, -0.06, -0.10, -0.10, -0.08, -0.04, -0.16, -0.06, -0.11, -0.10, -0.01, -0.37, -0.12, 0.04, 0.09, 0.08, 0.07, 0.06, 0.11, 0.10, 0.09, 0.10, 0.10, 0.10, 0.09, 0.10, 0.12, -0.02, -0.54, -0.19, 0.12, 0.70, -0.65, -0.03, -0.05], "gap_ev": [7.48, 7.47], "e_homo_ev": [-5.02, -5.03], "total_charge": -1}

***

Version two
{"formula": "C18H17CoIN2O3S2", "method": "wB97M-V/def2-TZVPD", "elements": ["Co", "C", "C", "N", "N", "C", "S", "S", "C", "C", "C", "C", "C", "C", "C", "C", "C", "C", "C", "C", "C", "O", "H", "H", "H", "H", "H", "H", "H", "H", "H", "H", "H", "H", "H", "H", "O", "C", "O", "H", "I", "C", "H", "H"], "positions_angstrom": [[-0.235, -0.648, 0.209], [-0.664, 3.278, -1.538], [-0.986, 1.948, -0.910], [-0.039, 1.099, -0.637], [1.244, 1.536, -0.964], [2.165, 0.660, -0.759], [1.947, -0.934, -0.162], [3.845, 1.110, -1.087], [3.656, 2.631, -2.068], [3.563, 2.368, -3.545], [4.707, 2.405, -4.336], [4.641, 2.142, -5.696], [3.423, 1.836, -6.286], [2.277, 1.796, -5.505], [2.345, 2.060, -4.146], [-2.375, 1.686, -0.574], [-3.308, 2.742, -0.598], [-4.626, 2.559, -0.262], [-5.067, 1.280, 0.104], [-4.195, 0.226, 0.135], [-2.825, 0.395, -0.186], [-2.058, -0.642, -0.135], [0.305, 3.263, -2.020], [-0.636, 4.045, -0.759], [-1.435, 3.551, -2.256], [4.541, 3.227, -1.844], [2.782, 3.154, -1.686], [5.662, 2.639, -3.878], [5.543, 2.175, -6.296], [3.369, 1.627, -7.347], [1.322, 1.551, -5.955], [1.455, 2.006, -3.534], [-2.978, 3.738, -0.861], [-5.312, 3.396, -0.270], [-6.104, 1.128, 0.382], [-4.498, -0.765, 0.444], [-1.865, -2.491, 2.376], [-1.171, -3.013, 1.520], [-0.315, -2.463, 0.733], [-1.199, -4.116, 1.380], [-1.046, 1.677, 2.695], [-0.018, -0.086, 2.022], [-0.421, -0.875, 2.644], [1.023, 0.115, 2.253]], "lowdin_charge": [0.24, -0.02, -0.26, -0.03, -0.07, -1.08, 0.72, 0.88, -0.43, -0.29, -0.06, -0.10, -0.11, -0.08, -0.04, -0.16, -0.07, -0.11, -0.10, -0.01, -0.36, -0.10, 0.04, 0.10, 0.08, 0.07, 0.07, 0.11, 0.10, 0.09, 0.10, 0.09, 0.09, 0.09, 0.10, 0.12, -0.03, -0.52, -0.20, 0.12, 0.73, -0.64, -0.04, -0.04], "gap_ev": 7.55, "e_homo_ev": -5.02, "total_charge": -1}

***

Pick version two: it beats the second-best structure by 106.2 kJ/mol.

***

Version one
{"formula": "C4H13NO", "method": "wB97M-V/def2-TZVPD", "elements": ["C", "C", "N", "C", "C", "H", "H", "H", "H", "H", "H", "H", "H", "H", "H", "H", "O", "H", "H"], "positions_angstrom": [[0.108, -0.828, -1.909], [-0.599, 0.111, -0.989], [-0.253, 0.319, 0.225], [-1.190, -0.803, 0.767], [-0.929, -0.889, 2.284], [-0.503, -1.492, -2.513], [0.647, -0.120, -2.557], [0.862, -1.369, -1.350], [-1.303, 0.807, -1.484], [-0.978, -1.803, 0.363], [-2.255, -0.566, 0.607], [-1.851, -0.896, 2.852], [-0.325, -0.042, 2.593], [-0.359, -1.782, 2.528], [1.058, 3.743, -0.761], [0.662, 3.172, -1.012], [2.576, 1.014, -0.189], [1.635, 0.949, 0.054], [2.997, 0.476, 0.492]], "lowdin_charge": [-0.05, -0.27, -0.05, -0.25, -0.09, 0.08, 0.10, 0.08, 0.12, 0.10, 0.11, 0.06, 0.07, 0.06, 0.03, 0.01, -0.11, -0.03, 0.03], "gap_ev": 8.10, "smiles": "C/C=N/CC.[H][H].O", "e_homo_ev": -7.95, "total_charge": 0}

***

Version two
{"formula": "C4H13NO", "method": "wB97M-V/def2-TZVPD", "elements": ["C", "C", "C", "C", "N", "H", "H", "H", "H", "H", "H", "H", "H", "H", "H", "H", "O", "H", "H"], "positions_angstrom": [[0.311, -0.061, -1.738], [-0.035, 0.854, -0.291], [0.966, 0.547, 0.892], [-1.453, 0.566, 0.233], [-2.507, 0.870, -0.857], [0.349, -1.240, -1.567], [-0.619, 0.132, -2.291], [1.452, 0.240, -2.101], [-0.031, 1.811, -0.701], [1.041, 1.385, 1.578], [2.017, 0.533, 0.493], [0.700, -0.387, 1.382], [-1.611, -0.525, 0.431], [-1.625, 1.087, 1.212], [-2.038, 1.037, -1.711], [-2.840, 1.801, -0.682], [2.064, -3.111, 1.579], [1.821, -3.458, 2.381], [2.036, -2.079, 1.758]], "lowdin_charge": [-0.06, -0.36, -0.09, -0.25, 0.00, 0.09, 0.02, 0.11, 0.08, 0.06, 0.08, 0.05, 0.11, 0.12, 0.00, 0.04, -0.07, -0.03, 0.09], "gap_ev": 10.36, "smiles": "CC(C)CN.O", "e_homo_ev": -9.56, "total_charge": 0}

***

Pick version two: it beats the second-best structure by 217.8 kJ/mol.